{"formula": "C77H156F21N11O15S7", "method": "the ωB97M-V functional and the def2-TZVPD basis", "homo_energy_ev": -15.599, "charge": 4, "molar_mass_da": 2099.58, "species": ["C", "S", "H", "C", "H", "H", "H", "H", "H", "C", "H", "H", "C", "N", "H", "C", "H", "H", "H", "H", "H", "H", "H", "H", "C", "H", "H", "C", "N", "O", "C", "O", "F", "C", "H", "C", "C", "H", "F", "F", "H", "C", "C", "H", "H", "H", "H", "H", "C", "S", "H", "H", "C", "H", "H", "C", "H", "H", "H", "C", "N", "H", "C", "H", "C", "H", "H", "H", "H", "C", "C", "C", "H", "H", "H", "H", "C", "H", "C", "H", "F", "H", "H", "C", "C", "H", "H", "H", "H", "C", "H", "C", "H", "H", "H", "C", "H", "C", "H", "C", "C", "C", "O", "H", "F", "C", "C", "H", "H", "C", "H", "O", "H", "C", "C", "H", "H", "H", "N", "C", "C", "H", "H", "C", "H", "O", "C", "C", "C", "H", "H", "H", "F", "C", "H", "H", "H", "H", "H", "H", "F", "H", "H", "C", "F", "N", "F", "F", "C", "C", "H", "H", "H", "H", "N", "H", "H", "H", "H", "C", "C", "H", "H", "H", "S", "H", "C", "H", "O", "C", "H", "H", "H", "C", "O", "H", "H", "F", "C", "F", "C", "H", "H", "C", "C", "H", "F", "N", "F", "S", "C", "C", "S", "H", "H", "H", "H", "C", "N", "O", "H", "C", "H", "C", "C", "F", "H", "C", "C", "F", "H", "O", "S", "C", "C", "H", "O", "H", "H", "H", "F", "H", "H", "H", "H", "H", "H", "H", "H", "H", "C", "H", "C", "F", "H", "O", "F", "H", "H", "H", "H", "H", "H", "C", "H", "H", "H", "H", "C", "C", "H", "H", "S", "O", "N", "F", "H", "H", "H", "H", "O", "O", "H", "C", "F", "H", "H", "O", "H", "H", "C", "H", "H", "H", "C", "N", "H", "C", "H", "H", "H", "H", "C", "H", "H", "N", "H"], "coordinates": [[-5.86688, -2.45504, -2.98565], [0.36391, -5.30870, -3.25921], [-6.86216, -6.27544, -3.70771], [-0.59822, -7.06825, -0.38172], [-3.33312, 9.99708, -4.84036], [-9.08679, -1.00082, -2.63797], [4.96077, 2.35194, 4.86056], [0.28752, 4.57886, 3.86758], [-2.68225, 5.25455, -3.60729], [-4.27033, -6.71103, -2.53523], [-4.04808, -4.65710, 5.94147], [5.12098, 5.35991, 4.94813], [-4.75179, -5.28133, -2.37761], [-0.92163, -5.15512, -2.36576], [5.73831, 6.27779, 7.03157], [0.56586, 4.17840, -5.03173], [0.93019, 6.18681, 0.10616], [-3.93791, -4.64901, -2.03269], [-5.15648, 10.54352, -6.30453], [-1.30909, 1.25256, -2.11386], [-6.15859, -6.01772, -5.29727], [5.32511, 4.27685, 2.54790], [-1.96130, 3.95128, 0.03078], [-6.59280, -0.67913, -2.11469], [4.29086, -5.32416, 6.04631], [3.21987, -5.11392, 5.96377], [-5.45500, 5.43578, -5.90432], [5.46379, 3.33154, 3.03809], [0.84079, -1.73075, 3.62866], [-0.52740, 0.05113, 4.83054], [9.98990, -2.60362, -5.23082], [2.35258, 1.21730, -2.24470], [5.14625, 2.44502, -2.93726], [-8.49492, 0.04865, 2.16370], [4.31566, -6.43908, 5.98398], [0.07016, 0.05798, -0.31554], [-4.21474, -4.48338, -4.60509], [1.82496, 4.90501, 2.68694], [3.27168, -0.27185, 4.23928], [0.67049, -7.13133, -0.59353], [-4.34557, 9.32680, -6.93157], [-6.32586, -3.73984, -3.63424], [-4.95189, 7.18317, -3.92977], [0.76515, 3.11226, 1.89111], [-5.86935, 5.05948, -2.17744], [-4.48746, -4.22042, -5.61115], [-6.82238, -1.15779, 3.57140], [5.47960, 2.91340, 8.48388], [-5.91469, -6.11548, -4.23470], [-3.87190, 2.21630, 0.27098], [-6.95523, 5.46634, -3.65538], [1.18238, -1.47684, 0.76240], [-5.26238, 0.99271, 0.43171], [-2.24848, -1.35471, -3.46244], [-2.65219, 0.33444, -1.54858], [8.51523, -2.37515, -5.54486], [5.13719, 2.34649, 1.08305], [1.06013, -2.82475, -1.08463], [-7.16140, -4.11903, 4.62219], [4.68664, -4.97898, 7.48831], [-5.48865, -3.83749, 3.37979], [-1.79034, 5.79727, 3.86075], [1.24731, -0.85225, -0.13657], [5.70157, 4.83801, 9.76308], [7.87345, -0.06240, -4.75293], [-5.58794, -8.12172, -3.61671], [-5.51661, -5.34198, -1.63851], [-5.06746, -2.56366, -2.21570], [-6.86665, 3.08710, -3.97669], [-0.95685, 4.30855, -0.15181], [-2.08122, -0.27372, -3.49494], [4.69739, -5.17307, 3.66154], [10.25807, -3.63003, -5.01466], [-3.35424, 1.44415, -3.89771], [-1.00010, 2.80492, 1.70811], [1.68599, 4.65220, 0.30704], [-1.64424, 5.09889, 3.07038], [0.29972, 1.05319, -0.69726], [3.02158, 6.51376, 1.78061], [-1.04184, 5.06983, -0.92064], [-1.27937, -7.94734, -1.15932], [3.05347, -3.16224, 2.97249], [-0.12594, -1.97550, -2.90650], [5.57613, -5.03363, 0.30300], [-3.59272, -5.16045, 3.90038], [2.93736, 5.66072, 8.86847], [-4.54365, -7.26779, -1.63700], [-2.81910, -3.67276, 5.39476], [5.26481, -6.08141, 3.39546], [8.84423, -1.71556, -3.24518], [3.78158, 3.56678, 4.40448], [-6.19066, -2.85825, 2.40788], [-5.38681, -2.67570, 5.19111], [3.34786, 6.80079, 2.75560], [3.14119, 3.53575, 6.94413], [5.03606, -4.60256, 4.99936], [-3.02576, 7.96645, -3.61509], [-8.14102, -1.37585, 1.88042], [4.77400, -3.90653, 7.56771], [-0.25233, 3.54950, 2.00464], [4.13774, -1.85075, -4.41037], [0.28599, -1.21287, -2.31600], [0.49614, 1.76850, -4.19388], [-8.61148, -2.42796, -3.57259], [0.25391, 5.41682, -4.73888], [3.71030, 4.45604, 7.18339], [3.68583, 4.88640, 8.68970], [-4.29745, -7.68478, -4.52836], [3.32227, 5.31372, 6.62373], [-4.94045, 9.52328, -6.09502], [4.68182, -3.59598, 4.99641], [-0.21825, -4.44134, -0.03322], [-4.87435, -5.47160, 2.12775], [-4.98304, -7.23793, -3.80210], [-8.29880, -1.47973, -3.20704], [-3.68052, 4.20803, -2.57212], [-5.45962, 2.87619, -3.02497], [-0.57160, 0.26694, 0.54805], [1.37294, 3.46491, -2.52741], [4.06074, -2.93818, 2.67803], [-7.03115, -1.65121, -2.31178], [-5.75055, 7.35326, -4.63765], [-5.31251, 7.56867, -3.00172], [5.18914, 5.37849, 8.99689], [8.85482, 0.32967, -5.01314], [-4.36012, 3.41360, 0.95078], [3.96248, 3.01868, -3.25198], [-1.28950, 5.74049, 1.75504], [6.43384, -3.82659, 0.63496], [-3.25985, 0.30024, -5.17119], [-4.23243, -2.38026, 3.91509], [10.48053, -0.71925, -4.28604], [1.58946, -4.65238, 2.91678], [6.51488, -1.97716, -4.12213], [-1.80223, -2.47962, -1.37912], [3.84944, 8.17357, 0.77681], [3.75025, 5.77763, 1.42611], [-7.16663, -4.01019, -3.00513], [4.29546, -2.39232, 1.73033], [3.76333, 2.28361, 2.20585], [2.39275, 1.58335, 4.63930], [-0.81685, 6.69575, 1.88914], [3.33338, 4.05762, 9.33402], [0.53474, -4.32528, 3.72271], [0.28107, -5.40842, 4.49719], [-4.79382, 5.64548, -3.88880], [-1.31652, -5.76345, -5.16765], [-0.76030, -7.38155, 0.93570], [-5.01652, 3.56011, -5.06658], [10.20778, -1.72111, -3.92568], [7.87616, -3.21591, -5.73441], [5.16374, 6.37588, 9.29929], [2.53831, 7.37666, -0.04409], [5.59232, -2.22241, -6.11907], [5.16768, 4.29980, 6.82019], [6.56145, -3.05421, 2.78125], [-8.86554, 0.55543, 1.26167], [6.58574, 4.55729, 5.29626], [2.28215, 8.49754, 1.32658], [4.87769, 3.37276, 4.44973], [-4.18050, 9.35649, -4.78885], [-0.60553, -2.14809, -0.11378], [8.74266, -0.87801, -2.56863], [7.43211, 0.45430, -3.85565], [-1.09882, -5.26443, -0.81204], [-3.96145, -3.93655, 2.09995], [2.15875, 0.26383, 4.80795], [5.58471, -0.62183, -5.50658], [-2.51213, -5.14887, -0.50733], [5.85336, 5.34585, 7.61205], [-3.61348, 5.98077, -2.14850], [6.85592, -4.81603, 2.44206], [-0.46936, 3.45320, -0.60744], [2.90337, 7.69636, 0.90239], [-1.04776, 3.31223, -3.11133], [-2.57194, 4.50752, 2.94923], [-5.49633, -1.85815, -3.84344], [-0.25742, 3.94398, -6.10081], [6.30486, -3.91209, 2.10000], [-0.55720, -4.29160, 2.86720], [-1.75060, 0.25488, -2.14460], [8.66559, -2.73135, -2.87335], [-5.86751, 8.94998, -6.09391], [-3.59329, 5.23911, -2.97467], [-7.30035, -1.98295, 3.03004], [-6.73773, -3.59538, -4.63934], [-4.97988, -0.16140, -0.22170], [4.88755, -4.24654, 2.45094], [3.59322, 2.52557, -4.47803], [2.60783, 2.59338, -2.11796], [-6.56683, -4.74607, 3.94905], [1.34748, -1.79467, -1.36753], [0.28881, 3.05008, -3.63887], [5.23274, -5.08817, -0.74980], [10.98653, -2.17578, -3.29328], [-7.63123, 0.69303, 2.42625], [-3.51532, -5.31311, -4.59366], [-4.69222, 5.02844, -5.26671], [-0.76373, -0.60325, -1.41252], [2.12057, -3.03537, 5.33770], [4.04904, -5.35060, 8.27758], [1.71677, 5.85140, 2.09468], [-4.70125, 9.79351, -3.95320], [-3.34213, 0.39418, -4.10262], [-0.57898, 4.09516, 3.39334], [2.07672, -0.06668, 6.06595], [3.67511, -5.51482, 3.61779], [-6.02474, 5.01631, -3.27090], [-3.74511, 7.92931, -4.40307], [-6.37797, 1.51808, -0.08417], [-3.17641, -6.71228, -2.78950], [0.71017, -6.69385, -3.41793], [0.59313, -0.14697, 3.92035], [5.49753, 4.43563, 5.34664], [-1.40635, -1.72709, -0.70130], [0.62227, -0.48084, -3.03634], [-2.72844, 1.54909, 0.83374], [0.96506, 6.42385, 2.65468], [3.99412, -6.02271, 1.49609], [8.39744, -1.80041, -6.45642], [4.10869, 4.36239, -3.38416], [3.80469, -0.92635, -3.94840], [7.28280, 0.09659, -5.64790], [6.59513, 2.72689, 7.08210], [10.60556, -2.25658, -6.04169], [-2.60027, -5.28579, 3.50533], [6.07268, -2.83861, 0.33427], [-7.21412, -5.17817, 3.19303], [-6.59882, -3.51284, 1.63989], [2.30685, -1.87892, -1.88050], [-4.43194, -4.66767, 2.73323], [6.29509, -1.38252, -3.25805], [-5.93071, 3.53007, -3.75694], [1.75752, 4.05564, -5.47014], [-3.26874, 7.42704, -5.21975], [3.20969, 3.11117, -0.93664], [-0.92852, -3.70273, -4.79364], [6.54572, 3.16752, 3.14280], [6.08288, -4.59647, 5.21972], [4.17495, -2.64433, -3.71575], [2.12586, -0.23815, 0.01880], [-2.19518, -1.34485, -0.04407], [7.48409, -3.93508, 0.38880], [5.58059, 2.93855, 7.36613], [-0.95302, 3.32559, 4.09062], [6.89277, 5.08699, 7.64491], [-5.63408, 3.12676, -5.86335], [-9.30697, 0.23197, 2.82936], [4.85441, 2.25697, 2.15194], [1.04658, 5.34873, 0.83831], [3.39069, -2.18731, -5.13061], [-7.30777, -2.14939, -1.40391], [0.78043, -2.84369, 4.77438], [-0.36238, -2.89366, 5.60792], [7.91850, -1.52888, -4.39393], [-5.49298, 0.62220, 1.73980], [3.57454, -4.43036, 0.79133], [-3.87170, -6.13215, 4.32032], [-4.14486, 2.90980, -5.03844], [5.10362, 1.22600, 2.55144], [-3.84046, 2.35211, -1.19969], [0.71887, 0.65788, 2.73407], [-7.99586, -2.49139, 3.64728], [5.50165, -1.64919, -5.15281], [0.48368, -4.78577, -5.95934], [-1.20712, -0.09586, -4.15942], [-7.98225, -0.84840, -4.03535], [1.36126, -4.30685, -2.89199], [-7.61014, -1.30218, 0.95620], [4.95831, 2.10655, 7.04892], [-4.72543, -3.13854, 4.49341], [6.21010, -5.92764, 0.34889], [-4.28677, -0.04640, -3.74019], [6.55840, -3.06037, -3.92032], [-3.75316, -4.14336, 5.03552], [-5.33530, -4.82121, -3.69507], [5.68562, -5.40221, 7.67100], [4.38140, -5.01068, 1.21698], [-9.02701, -1.95578, 1.61021], [-6.00179, -5.52675, 4.48365], [-3.70836, 5.29834, -5.63455], [-5.38288, -2.26870, 1.93933], [-0.37926, -4.88173, -4.90276], [-2.13931, 5.73790, 1.08728], [-3.73638, -3.52246, -4.27637], [-0.34317, 4.73800, 1.12194], [4.58937, -2.45469, 3.52097]], "forces_ev_per_angstrom": [[0.305, 1.397, -0.633], [1.462, -0.387, 1.012], [0.074, 0.290, -0.066], [-1.529, 0.374, 0.543], [1.115, 0.298, -0.136], [-0.171, 0.039, -0.093], [0.116, 0.381, 0.023], [-0.222, -0.276, -0.139], [-0.457, 0.350, 0.630], [1.061, -0.096, -1.534], [-0.744, -0.035, 0.080], [-0.356, 0.824, 0.490], [0.585, 0.095, 0.257], [-1.007, 0.059, 0.106], [-0.023, -0.254, 0.488], [-2.384, 0.511, -1.697], [-0.554, -0.652, 0.637], [-0.284, 0.247, -0.190], [-0.637, 1.026, 0.446], [-0.228, -0.053, -0.567], [0.327, 0.050, 0.170], [0.035, 0.707, -0.175], [-0.204, 0.146, 0.360], [-0.199, 0.156, 0.442], [-1.914, -1.963, 2.166], [0.083, 0.174, -0.286], [-0.281, 0.724, -0.100], [0.476, -0.192, 0.256], [-0.312, 1.094, 0.022], [1.611, 0.314, -1.044], [-0.281, 0.613, 1.519], [0.198, -2.142, -0.037], [-0.835, 0.563, 0.069], [-0.115, 2.024, -0.894], [0.404, 0.636, -0.415], [-1.273, 1.141, -0.640], [1.321, 1.712, 0.628], [0.580, 0.937, -0.097], [-0.700, -0.639, 0.398], [1.690, -0.420, -0.730], [1.015, -1.179, -1.275], [-1.114, 0.196, 0.913], [-0.121, -1.215, -1.213], [-0.766, 0.179, 0.096], [-0.644, 0.298, -0.545], [-0.847, -0.502, -0.459], [-0.222, -0.242, 0.091], [0.264, 0.473, -1.075], [-0.938, -0.289, 0.001], [-1.465, 1.127, -1.425], [0.606, 0.224, 0.371], [-0.259, 0.286, 0.009], [0.066, -0.209, 0.968], [0.049, -0.021, 0.070], [0.011, -0.150, 0.321], [0.050, 0.983, -0.414], [-0.034, -0.066, 0.739], [0.218, 0.653, -0.200], [0.145, -0.541, 0.004], [1.294, -0.104, -0.708], [-2.350, -0.162, 0.195], [-0.228, 0.659, 0.523], [1.243, -0.681, 0.655], [0.231, -0.640, 0.237], [-0.115, 0.310, 0.666], [-0.339, 0.077, 0.415], [-0.961, 0.683, 0.374], [-0.405, -0.182, -0.729], [-1.084, -0.073, -0.216], [-0.530, -0.829, -1.070], [0.070, 0.196, -1.321], [0.909, -0.770, -1.233], [-0.235, -0.252, -0.080], [0.037, 0.635, 0.375], [0.157, 0.248, -0.058], [-0.199, -0.657, 0.059], [-1.483, -0.830, 0.147], [0.473, -0.130, -0.185], [0.082, -0.592, 1.333], [0.431, 0.449, 0.251], [0.598, 0.780, 0.891], [-0.278, 0.073, -0.466], [-0.957, -1.153, -0.591], [0.124, -0.727, -2.684], [0.515, -0.485, -0.049], [0.312, 0.139, -0.283], [0.552, -0.048, -0.205], [-0.268, 0.051, -0.744], [0.136, 0.342, 0.277], [0.902, -0.529, -1.025], [0.629, -0.079, -0.051], [0.443, -0.600, 0.606], [-0.573, 0.197, 0.406], [0.845, 0.488, 0.738], [0.445, 0.615, 0.092], [0.034, 0.138, -0.587], [0.649, 0.175, 0.598], [0.084, 0.269, 0.250], [-0.044, 0.471, 0.295], [0.971, -0.860, 1.045], [0.043, 0.464, -2.165], [0.767, 0.185, 0.423], [0.251, -1.384, -0.926], [-0.592, -0.688, -0.366], [0.453, 1.357, 1.222], [-0.667, 0.743, 0.459], [0.781, -0.811, 0.220], [0.158, 0.924, -0.233], [0.099, -0.354, -0.305], [-0.650, -0.329, 1.250], [-0.124, 0.862, 0.379], [0.379, -0.276, 0.015], [0.058, 0.386, 0.138], [-0.204, -0.938, -0.019], [1.874, 0.636, 0.770], [-0.334, 0.634, -0.329], [0.051, 0.235, 0.261], [0.150, -0.519, -0.103], [-0.622, 0.775, -0.771], [2.981, -0.415, -0.571], [0.122, -0.381, -1.579], [-0.364, -0.168, -0.243], [-0.058, -0.217, 0.982], [-1.806, -0.804, -1.780], [0.103, -0.216, 0.455], [0.660, -1.018, -0.245], [-0.138, 0.177, -2.348], [-0.058, -0.902, 0.210], [-0.390, 0.614, 0.189], [-0.315, -0.195, -0.535], [0.589, 0.678, 0.132], [0.205, -0.276, 0.641], [-0.537, 0.500, 0.764], [1.151, -0.080, 0.335], [0.028, 0.099, -0.149], [0.816, 0.180, -0.352], [-0.179, 0.051, -0.242], [-0.151, -1.087, -0.014], [-1.033, -0.054, 0.905], [-0.061, 0.192, -0.149], [-0.532, 0.399, 0.897], [0.121, 0.374, -0.387], [0.610, 0.284, -0.282], [-1.498, -2.468, -1.976], [0.670, 1.035, -0.056], [-0.212, 0.433, 1.174], [-0.284, -0.614, -0.461], [-0.679, 0.421, -1.120], [-1.005, -0.598, 0.502], [0.441, -0.698, -1.099], [-0.078, -0.742, 0.504], [-0.075, 1.638, 0.661], [-0.274, 0.242, -0.995], [-0.134, 0.018, 1.191], [-0.764, -1.621, 0.154], [0.192, -0.701, -1.021], [0.055, -0.344, -0.168], [-0.081, -0.585, -0.036], [-0.255, -0.427, -0.121], [-0.734, -0.830, 0.199], [0.187, -0.093, -0.094], [-0.451, -0.561, 0.247], [-0.316, -0.269, 0.517], [0.450, -0.254, -1.095], [-0.468, -0.672, 0.119], [0.898, -0.151, -0.414], [0.750, 0.647, -1.358], [-0.270, 0.012, 0.375], [0.372, -0.115, 0.003], [0.024, 0.506, 0.244], [0.313, -0.544, -0.557], [-0.005, 0.706, -0.035], [0.592, 0.101, 0.210], [-0.112, 0.996, 0.239], [1.211, 0.508, -0.630], [0.166, 0.529, 0.016], [0.263, 0.155, 0.789], [-0.042, -1.143, 0.751], [0.728, -0.265, 3.746], [1.297, 0.881, 1.157], [0.279, 0.532, 1.245], [-0.211, 0.468, 0.504], [-0.017, 0.055, -0.346], [-0.241, 0.261, -0.835], [1.027, 0.561, -1.637], [0.293, 0.046, 0.140], [-0.092, 0.380, 0.066], [-2.082, -0.157, 0.294], [0.715, 0.322, 0.700], [0.456, 1.639, -0.120], [1.016, 0.442, 0.909], [-0.805, 0.344, -0.027], [-1.242, -0.072, 2.250], [0.070, 0.348, 0.455], [-0.250, 0.550, -0.222], [-0.476, -0.702, 0.248], [0.105, 0.225, -0.050], [0.315, -0.130, 0.558], [0.352, -0.862, 0.147], [-1.561, 0.018, -0.470], [-0.428, -0.136, -0.157], [-1.414, -2.385, 0.033], [-0.705, 0.029, 0.376], [0.528, -0.687, 0.410], [0.734, -0.570, 0.500], [0.320, 0.087, 0.575], [-0.491, 0.367, 0.069], [0.462, -1.564, -0.107], [-0.395, 0.651, -0.068], [0.260, -0.455, 0.300], [-0.904, -0.216, 0.953], [0.457, 0.586, -0.124], [-1.102, -1.990, 0.797], [0.181, -0.382, -0.178], [-0.518, -0.104, 0.368], [0.394, 0.605, 0.364], [0.431, -0.269, 0.329], [0.719, 0.495, -0.017], [0.389, 0.987, -0.145], [0.058, 0.364, -0.048], [0.118, -1.444, 0.388], [-0.010, 0.029, 0.155], [-0.169, -0.109, 0.198], [0.489, 0.105, -0.072], [0.287, 0.075, -0.219], [0.592, 0.058, 0.236], [-0.112, -0.273, -0.606], [0.246, 0.077, -0.301], [-0.097, -0.033, -0.082], [0.001, 0.360, 0.239], [-0.808, -0.174, 0.182], [-0.560, -0.159, 0.933], [1.878, 0.464, -0.314], [2.189, 0.098, -0.294], [0.225, -0.234, -0.734], [-0.262, 0.290, 1.489], [-0.929, 1.643, 0.099], [-0.138, 0.101, -0.185], [0.867, -0.028, -0.087], [0.241, -0.827, 1.060], [0.265, 0.112, -0.187], [0.181, 0.042, -0.177], [0.029, 0.008, -0.353], [-0.190, -0.076, 1.135], [0.247, 0.194, -0.456], [0.649, 0.010, 0.012], [0.291, 0.563, -0.173], [-0.382, -0.226, 1.059], [-0.115, -1.336, 0.312], [-0.716, 1.073, -0.811], [-0.136, 0.327, 0.013], [-0.051, -0.178, 0.757], [2.049, 0.465, -0.585], [-0.600, 0.232, 0.629], [0.047, 0.014, -1.838], [0.247, 0.502, -1.261], [-0.255, 0.042, -0.070], [-0.231, 0.001, -0.648], [0.077, 0.234, 0.468], [-0.024, 1.025, -0.584], [0.113, -0.082, 1.136], [-0.189, -0.613, 0.071], [-0.268, -0.685, 0.843], [-1.194, -0.254, -1.130], [-0.519, -0.699, 1.438], [-0.694, -0.155, 0.220], [-0.414, 0.047, -0.246], [-0.644, -1.019, -1.056], [0.973, -0.397, -0.650], [-0.263, 0.382, -0.537], [-0.217, -0.017, -0.973], [-0.261, 0.036, 0.618], [0.447, 0.175, -0.096], [-0.068, 0.500, 0.193], [1.160, 0.017, 0.537], [0.562, -1.340, -0.633], [-0.146, 0.208, 0.124], [-0.034, -0.392, 0.597], [0.017, -0.174, 0.446], [-0.713, 0.231, -0.027], [0.039, -0.321, -0.297], [-0.428, 0.014, 0.295], [1.229, 0.259, -0.597], [-0.178, 0.697, 0.063], [-0.139, -1.121, 0.265], [0.942, 0.777, -1.844], [-0.540, 0.050, -0.628]]}